Computed, not measured: a molecular structure, C51H45IrO3P2SSbSe2, with wB97M-V/def2-TZVPD.

Atoms and positions in Å:
Ir: 0.12 0.29 -0.05
Se: 2.45 -0.67 1.44
P: 1.16 -2.40 1.74
Se: -0.78 -1.91 0.76
C: 0.92 -2.59 3.54
C: 2.04 -2.55 4.36
C: 1.89 -2.55 5.73
C: 0.62 -2.59 6.29
C: -0.50 -2.66 5.47
C: -0.35 -2.66 4.09
C: 1.80 -4.01 1.13
C: 3.14 -4.34 1.30
C: 3.59 -5.58 0.91
C: 2.72 -6.49 0.33
C: 1.39 -6.15 0.14
C: 0.93 -4.91 0.54
H: 3.03 -2.49 3.92
H: 2.76 -2.50 6.37
H: 0.50 -2.56 7.36
H: -1.49 -2.68 5.90
H: -1.21 -2.71 3.44
H: 3.82 -3.62 1.74
H: 4.62 -5.85 1.06
H: 3.07 -7.47 0.03
H: 0.71 -6.85 -0.32
H: -0.11 -4.63 0.41
O: 0.04 4.32 -0.62
S: 0.45 2.95 -0.68
O: -0.41 2.08 -1.54
O: 0.60 2.31 0.63
C: 2.02 2.89 -1.55
C: 2.77 4.04 -1.66
C: 3.92 4.05 -2.43
C: 4.30 2.90 -3.11
C: 3.54 1.75 -3.01
C: 2.40 1.73 -2.21
P: 1.46 0.18 -2.03
C: 2.81 -1.06 -2.15
C: 2.64 -2.29 -2.77
C: 3.68 -3.20 -2.81
C: 4.90 -2.89 -2.22
C: 5.05 -1.69 -1.55
C: 4.01 -0.79 -1.49
C: 0.50 0.06 -3.56
C: 0.53 1.03 -4.55
C: -0.30 0.91 -5.66
C: -1.12 -0.20 -5.80
C: -1.16 -1.16 -4.80
C: -0.38 -1.01 -3.67
H: 2.42 4.92 -1.14
H: 4.52 4.94 -2.51
H: 5.20 2.89 -3.71
H: 3.84 0.86 -3.54
H: 1.70 -2.53 -3.26
H: 3.55 -4.14 -3.31
H: 5.73 -3.58 -2.29
H: 5.99 -1.45 -1.07
H: 4.13 0.14 -0.95
H: 1.18 1.89 -4.47
H: -0.29 1.67 -6.42
H: -1.74 -0.31 -6.68
H: -1.80 -2.02 -4.91
H: -0.45 -1.73 -2.85
C: -6.03 1.64 -0.64
C: -5.63 1.79 -2.07
C: -6.55 2.24 -3.01
C: -6.23 2.35 -4.35
C: -4.96 2.02 -4.78
C: -4.02 1.59 -3.86
C: -4.35 1.48 -2.52
Sb: -2.80 0.85 -1.12
C: -3.82 -0.95 -0.32
C: -4.10 -1.08 1.03
C: -4.65 -2.25 1.52
C: -4.93 -3.29 0.67
C: -4.67 -3.16 -0.68
C: -4.10 -2.00 -1.20
C: -3.85 -1.91 -2.67
C: -2.78 2.43 0.36
C: -2.57 2.12 1.70
C: -2.53 3.12 2.65
C: -2.66 4.44 2.26
C: -2.81 4.76 0.93
C: -2.85 3.77 -0.05
C: -2.94 4.19 -1.49
H: -7.05 1.96 -0.49
H: -5.38 2.22 0.01
H: -5.95 0.59 -0.35
H: -7.55 2.50 -2.68
H: -6.97 2.70 -5.05
H: -4.70 2.09 -5.83
H: -3.01 1.34 -4.19
H: -3.91 -0.26 1.70
H: -4.85 -2.34 2.58
H: -5.34 -4.22 1.05
H: -4.91 -3.97 -1.36
H: -3.71 -2.90 -3.09
H: -2.96 -1.31 -2.87
H: -4.69 -1.44 -3.17
H: -2.40 1.09 2.00
H: -2.39 2.86 3.69
H: -2.63 5.23 3.00
H: -2.87 5.79 0.61
H: -2.40 5.12 -1.62
H: -3.98 4.34 -1.80
H: -2.49 3.45 -2.15

Charge = +1

Here are the Löwdin charges for atoms 1 to 8, given in e: 0.57, 0.44, 0.29, 0.41, -0.40, -0.11, -0.06, -0.06



Computed, not measured: a molecular structure, C26H30CrN3O3S, with wB97M-V/def2-TZVPD.

Atoms and positions in Å:
Cr: 1.32 0.12 -0.13
C: 1.82 0.00 4.17
C: 2.24 0.05 2.73
O: 1.35 0.25 1.89
C: 3.63 -0.09 2.38
C: 4.64 -0.10 3.36
C: 5.97 -0.11 3.02
C: 6.33 -0.12 1.67
C: 5.38 -0.14 0.68
C: 4.00 -0.14 1.00
O: 3.13 -0.20 0.04
H: 0.73 -0.01 4.21
H: 2.19 0.87 4.71
H: 2.21 -0.90 4.65
H: 4.36 -0.07 4.41
H: 6.73 -0.11 3.79
H: 7.38 -0.11 1.39
H: 5.65 -0.15 -0.36
C: -4.71 -1.39 1.46
C: -4.22 -1.65 0.04
N: -2.81 -2.06 0.00
C: -2.55 -3.49 -0.12
C: -2.49 -3.95 -1.57
C: -1.83 -1.14 0.05
S: -0.21 -1.75 -0.08
N: -2.23 0.12 0.17
C: -1.44 1.18 0.15
O: -0.19 1.16 0.01
C: -2.10 2.50 0.29
C: -1.32 3.65 0.31
C: -1.92 4.90 0.32
C: -3.30 5.01 0.31
C: -4.08 3.86 0.34
C: -3.49 2.61 0.33
H: -5.76 -1.09 1.44
H: -4.13 -0.59 1.91
H: -4.61 -2.28 2.07
H: -4.34 -0.76 -0.57
H: -4.80 -2.46 -0.41
H: -3.34 -4.01 0.42
H: -1.60 -3.71 0.38
H: -3.41 -3.69 -2.10
H: -2.37 -5.03 -1.61
H: -1.65 -3.48 -2.08
H: -0.24 3.56 0.31
H: -1.31 5.79 0.33
H: -3.77 5.98 0.29
H: -5.16 3.94 0.37
H: -4.09 1.71 0.35
C: 2.99 -2.00 -2.22
C: 2.12 -0.95 -2.85
C: 1.88 -0.84 -4.20
C: 0.96 0.22 -4.37
C: 0.66 0.70 -3.11
C: -0.32 1.80 -2.87
N: 1.38 0.00 -2.16
H: 3.37 -2.65 -3.00
H: 2.42 -2.61 -1.50
H: 3.83 -1.56 -1.68
H: 2.33 -1.45 -4.97
H: 0.55 0.59 -5.29
H: -0.57 2.26 -3.83
H: 0.07 2.58 -2.22
H: -1.25 1.43 -2.44

⟨S²⟩ = 3.7985
Spin multiplicity = 4

Here are the Löwdin charges for atoms 1 to 8, given in e: 0.81, 0.01, -0.32, -0.06, -0.09, -0.03, -0.09, -0.06



E (computed, eV): -229236.4842; -77321.1006
Strongest force on any atom (computed, eV/Å): 3.97; 1.93
Energy relative to the best compared isomer or geometry (same formula, charge and spin) (computed, kcal/mol): 45.1; 0.0